{"formula": "C51H51F7N8O8S2SiTc", "method": "the ωB97M-V functional and the def2-TZVPD basis", "symbols": ["Tc", "S", "S", "Si", "F", "F", "F", "F", "F", "F", "F", "O", "O", "O", "O", "O", "O", "O", "O", "N", "N", "N", "N", "N", "N", "N", "N", "C", "C", "C", "C", "C", "C", "C", "C", "C", "C", "C", "C", "C", "C", "C", "C", "C", "C", "C", "C", "C", "C", "C", "C", "C", "C", "C", "C", "C", "C", "C", "C", "C", "C", "C", "C", "C", "C", "C", "C", "C", "C", "C", "C", "C", "C", "C", "C", "C", "C", "C", "H", "H", "H", "H", "H", "H", "H", "H", "H", "H", "H", "H", "H", "H", "H", "H", "H", "H", "H", "H", "H", "H", "H", "H", "H", "H", "H", "H", "H", "H", "H", "H", "H", "H", "H", "H", "H", "H", "H", "H", "H", "H", "H", "H", "H", "H", "H", "H", "H", "H", "H"], "coordinates": [[-0.00460, 1.11675, 1.60030], [4.40842, 0.79466, -0.61889], [3.38930, 1.35667, 1.86391], [-2.40607, 0.57577, 1.87609], [5.61533, 1.97631, 3.21510], [2.84401, -4.97490, 1.44162], [5.14335, -1.23337, 0.91366], [4.25137, 0.64293, 4.23621], [6.64566, -0.62119, -0.52602], [4.90585, -1.72685, -1.18271], [3.78126, 2.74603, 4.07127], [2.83294, 0.04222, 2.05430], [2.39014, 2.41969, 1.82075], [-0.17949, 1.66447, -0.27777], [-0.08041, 1.72709, -2.49169], [0.33170, -0.76717, 0.86883], [3.06553, 0.36489, -0.91839], [5.14115, 1.48077, -1.62683], [-2.37471, 4.07331, -3.55555], [1.08802, -2.11755, -2.90762], [4.51461, 1.52707, 0.78556], [-3.59608, 5.42562, -2.21662], [4.63760, -8.48883, -1.75195], [-0.19907, 2.96243, 2.57612], [-0.27054, 4.56439, 0.67409], [0.25724, 0.56048, 3.53466], [3.26415, -6.07050, -1.16418], [-1.48146, 4.26692, -0.14306], [-2.00247, -3.43352, 2.92410], [-3.94163, 6.00079, -0.92057], [2.34883, -4.33664, 0.35920], [-4.51718, 1.75841, -1.53489], [-2.59649, -2.00218, 0.62454], [-0.10717, 2.86403, 3.93973], [-2.44452, -1.31254, 1.82938], [-5.79933, 1.94255, -1.03161], [-0.58878, 5.18415, 4.28681], [1.22799, -2.41548, -0.52738], [1.48040, -2.88624, -1.82116], [0.97372, 0.01326, 6.14825], [-4.49647, 5.69177, -3.35325], [-0.35075, 4.22162, 2.11546], [0.58304, 1.28665, 5.78056], [4.41091, -6.07123, -2.05641], [0.23987, 1.53780, 4.46004], [-5.49430, 4.58177, -3.64987], [-2.12195, -4.09640, 1.71000], [4.34494, 1.70904, 3.43920], [2.13581, -4.10655, -2.00048], [-2.16578, -2.05434, 2.97914], [0.18119, -2.34515, -5.26119], [0.36564, -0.34363, -1.47212], [3.49266, -8.45952, -0.77651], [-2.43488, -3.37915, 0.56148], [-0.12518, 4.76146, -2.05934], [0.01070, 1.11255, -1.45057], [1.26332, -2.60461, -4.26318], [-4.77250, 5.07130, -0.03963], [2.59204, -4.85198, -0.92591], [-1.39542, 4.54650, -1.46878], [0.99083, -0.98843, 5.18880], [1.05661, 4.50044, -1.33132], [-0.31440, 3.93759, 4.79267], [5.34600, -0.78929, -0.33203], [4.49367, -7.40317, -2.78071], [-0.57957, 5.32081, 2.91277], [-2.53377, 4.61955, -2.47765], [0.38298, -3.72898, -4.72618], [0.60491, -1.12386, -0.30930], [-6.04066, 1.77561, 0.32414], [0.61595, -0.68264, 3.90255], [3.39385, -7.08405, -0.13014], [-3.48656, 1.38945, -0.68106], [1.67402, -3.17004, 0.55763], [-3.71173, 1.21151, 0.68793], [1.02180, 4.27830, -0.01333], [0.61584, -0.87787, -2.70188], [-5.00451, 1.42521, 1.17495], [-4.31714, 1.90309, -2.58913], [4.33281, -5.27197, -2.78693], [3.65781, -9.22517, -0.02132], [-4.50171, 6.91487, -1.11038], [-0.76568, 6.03106, 4.93436], [5.34225, -7.44134, -3.46047], [2.29193, -2.56962, -4.60052], [1.83959, 4.00917, 0.63598], [1.54025, -2.80133, 1.56499], [-2.93115, 0.97390, 3.21893], [-5.02021, 6.62021, -3.13108], [1.99625, 4.38889, -1.85362], [0.80426, -4.48377, -5.37637], [-2.32871, 3.89491, 0.41329], [-2.56431, -3.89626, -0.38248], [-6.14887, 4.88859, -4.46643], [-5.20648, 1.29283, 2.23366], [-3.03048, 6.29453, -0.40073], [5.34364, -5.90940, -1.49139], [-4.96725, 3.67783, -3.95016], [-2.09042, -1.54662, 3.93715], [4.26734, -6.91129, 0.51391], [1.26526, -0.19321, 7.16925], [-1.99723, -5.17176, 1.66491], [0.56403, 2.07792, 6.51400], [1.29345, -1.99566, 5.43814], [-0.25661, 5.59081, 0.70470], [-2.49445, 1.24434, -1.08939], [2.29587, -4.47882, -3.00269], [-4.32186, 4.07954, 0.01801], [-6.60825, 2.21520, -1.69454], [-0.08773, 4.95422, -3.12129], [-1.79249, -3.99052, 3.83014], [-7.03895, 1.91855, 0.71965], [-5.77629, 4.94914, -0.44590], [3.57369, -7.59609, -3.32774], [-0.71761, 6.30072, 2.46948], [-0.69625, -1.79776, -4.94419], [-6.10900, 4.36339, -2.77763], [0.48635, -2.13660, -6.27654], [2.58569, -8.68625, -1.33218], [-3.87021, 5.85023, -4.23013], [5.51223, -8.34749, -1.24295], [-0.34779, -4.10240, -4.01988], [-0.26317, 3.79227, 5.86051], [4.69102, -9.40182, -2.20233], [-4.86634, 5.48055, 0.96933], [-2.85440, -1.45146, -0.27686], [2.51204, -7.09289, 0.50162], [0.59003, -1.42210, 3.11791], [0.44851, -0.26791, -3.57878]], "forces_ev_per_angstrom": [[-0.77, 0.06, -1.34], [-0.19, -0.12, -0.10], [0.36, 0.25, -0.09], [0.15, -0.40, 0.07], [-0.04, 0.00, 0.02], [0.01, -0.12, -0.04], [0.07, -0.06, -0.20], [0.02, 0.07, -0.05], [-0.06, -0.01, 0.07], [-0.01, -0.06, -0.06], [0.05, -0.10, -0.06], [-0.08, -0.13, -0.04], [0.16, -0.32, 0.00], [0.04, 0.40, 0.11], [-0.05, 0.03, 0.19], [0.27, -0.12, 0.02], [-0.04, -0.09, 0.10], [0.15, 0.11, 0.15], [-0.01, 0.03, 0.16], [-0.09, 0.12, -0.08], [-0.22, -0.08, 0.10], [-0.06, -0.08, -0.11], [-0.16, 0.03, -0.03], [0.00, 0.89, 0.21], [-0.02, -0.47, -0.13], [0.29, -0.38, 1.08], [0.04, -0.14, -0.02], [-0.13, -0.06, -0.29], [0.03, 0.02, 0.03], [0.02, -0.17, 0.10], [0.08, 0.06, 0.00], [-0.08, -0.02, -0.02], [-0.01, 0.06, -0.02], [-0.13, 0.02, -0.23], [-0.01, 0.10, 0.12], [0.10, -0.08, -0.01], [0.00, 0.01, 0.03], [0.02, -0.05, -0.01], [0.00, 0.03, 0.07], [0.00, -0.04, -0.04], [0.03, -0.12, 0.00], [-0.09, -0.16, 0.05], [-0.04, 0.10, 0.01], [-0.06, -0.04, 0.18], [-0.05, -0.09, -0.03], [0.10, 0.02, 0.07], [0.01, 0.00, 0.01], [0.01, 0.06, 0.08], [0.05, -0.15, -0.10], [-0.05, -0.02, -0.05], [-0.05, 0.08, -0.09], [0.03, 0.14, 0.35], [-0.15, 0.15, 0.25], [0.00, 0.01, -0.01], [-0.07, 0.08, -0.11], [0.05, -0.14, -0.31], [0.07, -0.01, 0.06], [0.02, 0.10, -0.05], [-0.07, 0.09, 0.04], [0.12, 0.14, 0.19], [0.00, -0.03, 0.20], [-0.15, -0.13, -0.17], [0.00, -0.04, 0.11], [-0.06, 0.13, 0.20], [0.01, 0.29, -0.08], [0.08, 0.21, 0.01], [-0.23, 0.02, 0.04], [-0.06, -0.12, 0.02], [-0.11, 0.14, -0.19], [-0.11, 0.02, -0.04], [-0.06, 0.11, -0.23], [0.00, 0.07, -0.21], [0.00, 0.03, 0.01], [0.01, 0.01, 0.12], [0.27, 0.19, -0.16], [0.27, -0.06, 0.25], [0.08, -0.15, -0.06], [0.06, -0.07, 0.15], [0.02, -0.02, 0.01], [0.00, 0.01, -0.03], [0.08, -0.06, -0.06], [0.07, 0.06, -0.03], [-0.01, -0.01, -0.02], [0.06, -0.10, 0.06], [0.00, 0.00, -0.02], [-0.10, -0.02, 0.02], [-0.01, 0.02, -0.04], [0.21, 0.04, 0.07], [0.03, 0.04, 0.01], [0.05, 0.03, 0.04], [0.05, 0.05, 0.00], [0.05, 0.11, 0.02], [0.00, 0.01, 0.02], [0.01, -0.02, 0.02], [-0.01, 0.02, -0.05], [0.07, 0.03, -0.02], [0.03, 0.07, -0.04], [-0.03, 0.00, -0.01], [0.01, -0.05, -0.02], [-0.01, 0.00, 0.03], [-0.01, 0.01, -0.01], [-0.02, 0.03, 0.00], [0.05, -0.01, 0.00], [-0.02, 0.01, -0.04], [-0.08, 0.02, 0.00], [-0.01, 0.04, -0.03], [-0.06, -0.01, 0.02], [-0.08, 0.01, 0.04], [-0.04, 0.01, -0.04], [0.02, -0.01, 0.04], [-0.02, 0.00, -0.03], [0.02, 0.00, -0.01], [0.01, -0.05, 0.02], [-0.01, -0.09, -0.01], [-0.02, -0.06, -0.03], [0.02, -0.05, 0.06], [-0.06, -0.01, 0.00], [0.04, 0.01, 0.03], [0.04, -0.03, -0.10], [0.00, 0.05, 0.00], [0.08, -0.05, 0.01], [0.01, 0.06, 0.00], [-0.01, -0.03, -0.02], [0.05, -0.06, -0.01], [0.00, 0.00, -0.04], [0.04, -0.05, 0.01], [-0.02, 0.01, 0.07], [0.04, 0.01, -0.05], [-0.05, -0.02, -0.01]], "spin_multiplicity": 4, "charge": 2, "molar_mass_g_mol": 1227.223, "de_lowest_kcal_mol": 69.2, "energy_ha": -4879.2193, "lumo_ha": [-0.186, -0.192]}

{"formula": "C38H45N7S2Zn", "method": "the ωB97M-V functional and the def2-TZVPD basis", "symbols": ["Zn", "S", "S", "N", "N", "N", "N", "N", "N", "N", "C", "C", "C", "C", "C", "C", "C", "C", "C", "C", "C", "C", "C", "C", "C", "C", "C", "C", "C", "C", "C", "C", "C", "C", "C", "C", "C", "C", "C", "C", "C", "C", "C", "C", "C", "C", "C", "C", "H", "H", "H", "H", "H", "H", "H", "H", "H", "H", "H", "H", "H", "H", "H", "H", "H", "H", "H", "H", "H", "H", "H", "H", "H", "H", "H", "H", "H", "H", "H", "H", "H", "H", "H", "H", "H", "H", "H", "H", "H", "H", "H", "H", "H"], "coordinates": [[-0.36250, -0.01610, 0.00245], [2.77167, -1.15203, -1.63581], [-2.95294, 1.35443, 1.95018], [4.96518, -0.90006, -0.18841], [0.52325, 1.84897, -0.48210], [-0.77891, 0.24094, -1.96650], [0.40880, -0.56727, 1.79346], [-0.31372, -2.15246, -0.13062], [3.62441, -2.68240, 0.35268], [-2.20754, 0.96590, 0.62419], [0.28078, -2.74393, 0.86429], [-5.10739, 1.55363, 0.25723], [0.59357, -4.14292, 0.87580], [-1.77690, 5.23102, 2.10159], [1.49838, 3.10413, -2.28072], [3.84516, -1.61265, -0.42594], [0.65847, -1.83515, 2.01128], [0.88589, 1.69528, -4.95516], [-2.38502, 4.06004, 1.68764], [1.01253, 2.81229, 0.48486], [1.18933, -2.28625, 3.24802], [1.85827, 3.46935, -3.56367], [-6.41767, 1.89225, -0.06068], [0.67107, 0.44920, 2.78822], [4.45807, -3.06804, 1.47912], [0.02751, 1.02488, -2.63894], [-6.73718, 2.77583, 2.15386], [-5.43264, 2.44754, 2.47898], [2.13871, 0.89027, 2.85393], [0.73139, 2.02872, -1.76737], [2.78807, 1.21908, 1.50934], [1.49910, -4.77896, 3.14470], [0.20912, 0.91572, -4.04026], [-1.55074, -0.81399, -2.58034], [-4.62643, 1.84379, 1.52055], [1.61495, 2.86315, -4.78560], [-1.11782, 4.17371, 4.16381], [-1.14247, 5.28596, 3.33839], [1.09198, -4.99986, 1.83279], [-0.75157, -2.11248, -2.61225], [1.52240, -3.53347, 3.74488], [-1.72151, 2.99206, 3.75074], [2.46476, 2.58950, 0.91629], [-2.35004, 2.94542, 2.51642], [-7.22870, 2.50046, 0.88197], [5.86633, -1.11199, 0.93211], [5.13485, -1.83531, 2.05014], [-0.75416, -2.89591, -1.30326], [1.82556, -5.63198, 3.72510], [-4.46033, 1.06554, -0.46076], [-0.28019, 0.05920, -4.48205], [5.83868, -2.11543, 2.83391], [0.82010, 1.33078, -5.97641], [4.37785, -1.18039, 2.48582], [-6.80059, 1.67624, -1.04942], [-1.79140, 6.10277, 1.46080], [-5.04165, 2.66880, 3.46497], [0.34480, 0.12948, 3.78753], [-8.24826, 2.76203, 0.63070], [5.21347, -3.79732, 1.16287], [3.81475, -3.54984, 2.21411], [-1.69330, 2.10757, 4.37558], [6.22957, -0.13943, 1.26667], [0.27646, -1.89318, -2.90755], [2.45846, 4.37405, -3.60841], [-7.37200, 3.24947, 2.89118], [2.04048, 3.32281, -5.66799], [2.74950, -3.15604, 0.20629], [1.87612, -3.51576, 4.77250], [-0.66390, 6.20310, 3.65653], [-1.16665, -2.78104, -3.37396], [6.73682, -1.69831, 0.61764], [0.90841, 3.83718, 0.10586], [1.35269, -1.49155, 3.96145], [0.36098, 2.76490, 1.35968], [3.87513, 1.18318, 1.64639], [-1.77701, -3.24793, -1.10697], [-1.90753, -0.55080, -3.58095], [-2.21756, 1.71641, -0.06838], [-2.88268, 4.00879, 0.72564], [2.71829, 0.09717, 3.33410], [5.07862, -0.10016, -0.78578], [-0.62468, 4.21863, 5.12597], [0.35261, -4.65497, -0.04134], [2.55096, 0.44086, 0.77843], [-0.15320, -3.78450, -1.49184], [1.16886, -6.02914, 1.49213], [1.89658, 3.76445, -1.52331], [0.04629, 1.30421, 2.53840], [2.20212, 1.75908, 3.52112], [3.11345, 2.73882, 0.04932], [2.72777, 3.37254, 1.63903], [-2.44881, -0.96245, -1.96848]], "forces_ev_per_angstrom": [[-0.01, 0.11, 0.09], [0.05, 0.01, -0.08], [0.06, 0.00, 0.02], [-0.01, -0.05, 0.03], [0.04, 0.03, 0.06], [-0.08, 0.01, -0.01], [-0.01, -0.13, 0.00], [0.11, 0.07, -0.15], [0.10, 0.10, 0.02], [0.04, -0.10, -0.26], [-0.04, -0.06, 0.09], [0.04, 0.00, 0.00], [-0.08, 0.00, -0.04], [0.00, 0.01, -0.01], [-0.02, 0.04, 0.01], [-0.07, 0.03, -0.04], [-0.09, 0.16, 0.03], [0.02, 0.05, -0.05], [-0.06, -0.05, -0.03], [0.07, 0.01, -0.09], [0.05, 0.04, -0.01], [0.02, 0.01, -0.05], [0.01, -0.01, -0.05], [0.03, -0.06, 0.10], [0.01, -0.08, -0.01], [-0.09, -0.03, 0.04], [0.00, 0.00, 0.00], [-0.01, -0.01, -0.02], [-0.02, 0.09, 0.05], [0.02, -0.03, 0.07], [0.07, 0.01, -0.01], [-0.01, 0.06, -0.03], [0.01, -0.04, -0.01], [0.00, 0.03, -0.05], [-0.06, 0.05, 0.08], [-0.03, -0.06, 0.06], [0.00, -0.01, 0.02], [0.01, 0.02, 0.01], [0.06, -0.04, 0.03], [-0.03, -0.05, -0.07], [-0.02, -0.08, 0.04], [-0.03, 0.00, 0.00], [-0.01, 0.07, 0.04], [0.04, 0.02, 0.06], [-0.03, 0.02, 0.03], [0.05, -0.01, -0.02], [-0.01, 0.00, 0.00], [-0.07, -0.06, 0.07], [0.00, 0.00, -0.01], [-0.01, -0.01, 0.00], [-0.01, -0.03, 0.00], [-0.01, -0.01, 0.00], [0.01, 0.01, 0.00], [-0.02, 0.02, -0.01], [0.00, 0.00, 0.00], [-0.01, -0.01, 0.00], [0.00, 0.00, 0.00], [0.01, 0.00, -0.02], [0.00, 0.00, 0.00], [-0.01, 0.01, 0.00], [0.03, 0.03, 0.02], [0.01, 0.00, 0.00], [0.00, 0.00, 0.02], [0.01, 0.01, 0.03], [0.00, 0.00, -0.01], [0.00, 0.00, 0.00], [0.00, 0.00, 0.00], [-0.09, -0.07, -0.02], [0.00, -0.01, -0.01], [0.00, 0.00, 0.00], [-0.01, 0.00, 0.02], [0.00, 0.01, 0.00], [0.00, -0.02, 0.05], [0.01, -0.01, 0.01], [-0.01, 0.01, 0.00], [-0.03, -0.02, 0.00], [0.01, -0.02, -0.01], [0.04, 0.03, -0.02], [-0.03, -0.01, 0.03], [0.02, 0.00, 0.00], [-0.02, -0.02, -0.01], [0.00, 0.03, -0.01], [0.00, 0.00, -0.01], [-0.05, -0.01, -0.03], [-0.02, 0.03, 0.01], [0.08, -0.03, 0.02], [0.00, 0.01, 0.02], [0.01, 0.01, -0.02], [0.01, 0.01, -0.03], [0.01, -0.01, -0.01], [-0.01, 0.00, -0.04], [-0.01, -0.03, 0.01], [0.01, 0.00, 0.01]], "charge": 0, "molar_mass_g_mol": 729.351, "de_lowest_kcal_mol": 2.8, "energy_ha": -4433.9991, "lumo_ha": 0.014}